Density functional theory data (the ωB97M-V functional and the def2-TZVPD basis) for a cluster of 3 separate species, C4H6O2 in total at a distorted geometry.

Computed properties:
Highest occupied orbital energy in eV: -10.1
Strongest force on any atom in hartree/bohr: 0.0264
Relative energy (zero: lowest compared OMol25 entry of this formula, charge and spin) in eV: 2.487
LUMO level in eV: 0.776
Total charge: 0

Last column: Löwdin charge in e.
CARTESIAN COORDINATES (ANGSTROEM)
O: 2.81947 1.52887 0.15396  0.05
C: 2.03993 1.19810 -0.60272  0.01
C: 0.42568 -1.41076 -0.49262  -0.10
C: -0.61817 -1.38582 0.32848  -0.11
C: -1.07442 1.40360 0.23054  -0.19
O: -0.17354 2.02563 0.73374  -0.05
H: 0.31129 -1.39708 -1.57382  0.06
H: 1.44475 -1.42945 -0.11609  0.04
H: -1.63918 -1.37014 -0.04795  0.06
H: -0.49558 -1.36236 1.40865  0.06
H: -1.91470 1.00470 0.83257  0.08
H: -1.12552 1.19471 -0.85475  0.09